Density functional theory data (ωB97M-V/def2-TZVPD) for a structure of composition C5H6N2 in a non-equilibrium geometry.

Gap between HOMO and LUMO (spin up / spin down)   7.49 / 7.48 eV
Highest occupied orbital energy (spin up / spin down)   -7.8 / -7.8 eV
LUMO energy (spin up / spin down)   -0.011 / -0.011 Eh
Energy relative to the best compared isomer or geometry (same formula, charge and spin)   428.04 kJ/mol
DFT total energy   -8257.9221 eV
M   94.117 Da

Last column: Mulliken charge in e.
Geometry (Å):
N 2.492 -0.551 1.164  -0.5271
C 1.965 -0.045 0.252  0.4784
C 1.288 0.605 -0.801  -0.7662
C -0.349 -0.694 -0.828  -0.2295
C -1.115 -0.770 0.455  -0.4308
C -0.970 0.786 0.437  -0.4106
N -0.133 0.629 -0.794  0.0021
H 1.819 1.283 -1.456  0.3504
H -0.060 -1.368 -1.624  0.4040
H -2.109 -1.226 0.421  0.3001
H -0.529 -1.215 1.269  0.2735
H -1.889 1.341 0.240  0.2661
H -0.410 1.224 1.264  0.2895


Density functional theory data (ωB97M-V/def2-TZVPD) for an isolated molecule of C4H6O2.

Gap between HOMO and LUMO   10.56 eV
Highest occupied orbital energy   -9.9 eV
LUMO energy   0.023 Eh
Energy relative to the best compared isomer or geometry (same formula, charge and spin)   75.60 kJ/mol
DFT total energy   -8339.6776 eV
SMILES string   CC(=O)CC=O
M   86.090 Da

Last column: Mulliken charge in e.
Geometry (Å):
C 1.454 0.218 -0.701  -1.0911
C 0.402 0.698 0.267  0.6526
O 0.193 1.863 0.493  -0.5408
C -0.497 -0.376 0.880  -0.4610
C -1.681 -0.435 -0.065  0.0331
O -1.661 -1.070 -1.089  -0.4602
H 1.068 -0.611 -1.302  0.3334
H 2.329 -0.146 -0.149  0.2963
H 1.754 1.053 -1.336  0.3223
H 0.005 -1.346 0.924  0.2928
H -0.822 -0.059 1.870  0.2917
H -2.544 0.209 0.210  0.3309


Density functional theory data (ωB97M-V/def2-TZVPD) for an isolated molecule of C7H12O in a non-equilibrium geometry.

Gap between HOMO and LUMO   9.35 eV
Highest occupied orbital energy   -8.5 eV
LUMO energy   0.033 Eh
Energy relative to the best compared isomer or geometry (same formula, charge and spin)   209.59 kJ/mol
DFT total energy   -9498.6463 eV
SMILES string   C=C(O)/C=C/CCC
M   112.172 Da

Last column: Mulliken charge in e.
Geometry (Å):
C -2.131 0.955 -2.071  -1.0121
C -1.650 1.009 -0.811  0.5263
O -1.512 2.206 -0.050  -0.4818
C -1.032 -0.148 -0.178  -0.4131
C -0.123 -0.307 0.838  -0.0338
C 0.646 -1.692 0.813  -0.5600
C 2.229 -1.635 0.446  -0.4907
C 2.956 -0.361 0.925  -0.9527
H -2.017 0.005 -2.622  0.2712
H -2.576 1.880 -2.437  0.2370
H -2.150 2.843 -0.397  0.3036
H -1.469 -1.117 -0.682  0.1237
H 0.182 0.592 1.439  0.4276
H 0.331 -2.190 1.778  0.3050
H 0.006 -2.194 0.037  0.2379
H 2.331 -1.732 -0.600  0.3115
H 2.695 -2.537 0.809  0.3591
H 3.468 -0.533 1.882  0.2705
H 2.269 0.406 1.160  0.2429
H 3.657 0.008 0.248  0.3281


Density functional theory data (ωB97M-V/def2-TZVPD) for an isolated molecule of C8H15NO3.

Gap between HOMO and LUMO   9.70 eV
Highest occupied orbital energy   -8.8 eV
LUMO energy   0.032 Eh
Energy relative to the best compared isomer or geometry (same formula, charge and spin)   423.74 kJ/mol
DFT total energy   -16168.9014 eV
SMILES string   CC(=O)[C@@H](C)CCC/C=[N+](/[O-])O
M   173.212 Da

Last column: Mulliken charge in e.
Geometry (Å):
C -0.155 2.344 -0.391  -1.2953
C 0.231 1.142 0.432  0.6728
O -0.224 0.941 1.533  -0.5814
C 1.322 0.260 -0.167  0.5535
C 2.641 0.994 0.115  -1.7209
C 1.341 -1.142 0.452  -0.7959
C 0.375 -2.139 -0.191  -0.8670
C -1.099 -1.844 0.090  -0.4096
C -1.604 -0.678 -0.681  -0.9396
N -2.583 0.048 -0.275  0.9339
O -3.046 1.069 -0.792  -0.7769
O -3.194 -0.357 0.914  -0.4717
H 0.370 2.385 -1.339  0.3426
H 0.051 3.245 0.186  0.3445
H -1.230 2.329 -0.579  0.3515
H 1.192 0.192 -1.251  0.3780
H 2.810 1.057 1.188  0.3706
H 2.618 2.003 -0.290  0.3833
H 3.477 0.463 -0.335  0.4457
H 1.105 -1.050 1.513  0.2793
H 2.352 -1.546 0.367  0.3949
H 0.542 -2.180 -1.269  0.3362
H 0.602 -3.128 0.214  0.3371
H -1.695 -2.729 -0.154  0.4350
H -1.245 -1.646 1.154  0.3989
H -1.176 -0.404 -1.629  0.5293
H -3.778 0.371 1.184  0.3712


Density functional theory data (ωB97M-V/def2-TZVPD) for a structure of composition C2H4N2O in a non-equilibrium geometry.

Gap between HOMO and LUMO   9.20 eV
Highest occupied orbital energy   -9.9 eV
LUMO energy   -0.027 Eh
Energy relative to the best compared isomer or geometry (same formula, charge and spin)   514.60 kJ/mol
DFT total energy   -7161.1461 eV
M   72.067 Da

Last column: Mulliken charge in e.
Geometry (Å):
N -1.044 -0.373 0.803  -0.2757
C -0.436 0.526 -0.134  -0.2762
N 1.020 0.662 -0.238  -0.5003
C 0.425 -0.520 -0.770  0.2028
O 0.221 -1.486 0.187  -0.3587
H -1.159 0.111 1.727  0.2406
H -1.002 1.419 -0.399  0.3613
H 1.490 0.457 0.641  0.2547
H 0.483 -0.797 -1.817  0.3514


Density functional theory data (ωB97M-V/def2-TZVPD) for a structure of composition C10H15BrNOS in a non-equilibrium geometry.

Gap between HOMO and LUMO   7.32 eV
Highest occupied orbital energy   -12.3 eV
LUMO energy   -0.182 Eh
Energy relative to the best compared isomer or geometry (same formula, charge and spin)   131.11 kJ/mol
DFT total energy   -95018.4154 eV
Charge   +1
M   277.207 Da

Last column: Mulliken charge in e.
Geometry (Å):
C 0.383 -1.753 0.433  0.0506
C 1.830 -2.026 0.574  0.4769
C -0.490 -2.173 -0.513  0.8842
C -0.342 1.617 -0.301  -0.1943
C 0.875 0.011 1.800  -0.4212
C 0.876 1.983 0.018  0.3122
C -1.995 -1.909 -0.444  -1.7386
C 0.115 -2.706 -1.818  -1.2458
C -1.647 2.570 -0.294  -1.3997
C 1.468 2.967 0.877  -0.9161
N -0.094 -0.742 1.262  0.0024
O 2.553 -2.958 0.270  -0.5019
S 2.441 -0.585 1.465  -0.0260
Br 2.288 1.096 -0.994  -0.0706
H -0.372 0.636 -0.787  0.4942
H 0.562 0.840 2.430  0.6249
H -2.391 -1.105 -1.122  0.3449
H -2.416 -2.846 -0.789  0.4507
H -2.521 -1.746 0.436  0.6194
H -0.586 -3.016 -2.565  0.4305
H 0.792 -1.883 -2.138  0.2874
H 0.857 -3.530 -1.497  0.3366
H -1.767 3.032 0.640  0.3645
H -2.438 1.895 -0.487  0.3682
H -1.744 3.397 -1.060  0.3044
H 1.985 2.365 1.751  0.2296
H 0.699 3.659 1.380  0.2748
H 2.258 3.576 0.316  0.3624
H -1.177 -0.669 1.157  0.2953


Please write out number 4 again, unchanged.
Density functional theory data (ωB97M-V/def2-TZVPD) for an isolated molecule of C8H15NO3.

Gap between HOMO and LUMO   9.70 eV
Highest occupied orbital energy   -8.8 eV
LUMO energy   0.032 Eh
Energy relative to the best compared isomer or geometry (same formula, charge and spin)   423.74 kJ/mol
DFT total energy   -16168.9014 eV
SMILES string   CC(=O)[C@@H](C)CCC/C=[N+](/[O-])O
M   173.212 Da

Last column: Mulliken charge in e.
Geometry (Å):
C -0.155 2.344 -0.391  -1.2953
C 0.231 1.142 0.432  0.6728
O -0.224 0.941 1.533  -0.5814
C 1.322 0.260 -0.167  0.5535
C 2.641 0.994 0.115  -1.7209
C 1.341 -1.142 0.452  -0.7959
C 0.375 -2.139 -0.191  -0.8670
C -1.099 -1.844 0.090  -0.4096
C -1.604 -0.678 -0.681  -0.9396
N -2.583 0.048 -0.275  0.9339
O -3.046 1.069 -0.792  -0.7769
O -3.194 -0.357 0.914  -0.4717
H 0.370 2.385 -1.339  0.3426
H 0.051 3.245 0.186  0.3445
H -1.230 2.329 -0.579  0.3515
H 1.192 0.192 -1.251  0.3780
H 2.810 1.057 1.188  0.3706
H 2.618 2.003 -0.290  0.3833
H 3.477 0.463 -0.335  0.4457
H 1.105 -1.050 1.513  0.2793
H 2.352 -1.546 0.367  0.3949
H 0.542 -2.180 -1.269  0.3362
H 0.602 -3.128 0.214  0.3371
H -1.695 -2.729 -0.154  0.4350
H -1.245 -1.646 1.154  0.3989
H -1.176 -0.404 -1.629  0.5293
H -3.778 0.371 1.184  0.3712